1.
# C3H3N5

The molecule C3H3N5 at a distorted geometry (ωB97M-V with the def2-TZVPD basis set, the Open Molecules 2025 dataset).

Geometry (Å):
N -0.99886 0.99817 0.33917
N 3.46809 -0.12491 0.10268
C 0.85897 -0.25044 -0.09595
H -2.78553 -0.33011 -0.83999
C -1.77760 -0.28988 -0.13536
N 0.27031 -1.44742 0.27494
N 0.26406 0.83983 -0.14861
N -1.09170 -1.40411 -0.01524
H 0.46868 1.51420 -0.95321
H -0.98812 0.91941 1.55937
C 2.31168 -0.42475 -0.08779

SMILES   N#CC1=NN=CNN1
Highest occupied orbital energy   -9.476 eV
Orbital gap   9.06 eV
Net charge   0


2.
# C6H12OSe

The molecule C6H12OSe at a distorted geometry (ωB97M-V with the def2-TZVPD basis set, the Open Molecules 2025 dataset).

Geometry (Å):
C 1.29622 0.97571 0.47965
C 1.70888 2.45937 0.03415
H 0.11960 0.48628 -1.23282
H 1.25917 3.28522 0.56141
H -1.12696 -0.59638 1.14604
H -0.66533 1.57428 -0.23942
H -0.00846 -3.80931 0.55188
C -0.81846 -0.51365 0.09062
H 1.49420 0.91230 1.52237
H 1.48747 2.54014 -1.01614
C -2.03130 -0.70745 -0.80997
O -0.03332 -1.83730 -0.21903
H -2.61091 0.18435 -0.96518
H -2.57711 -1.45958 -0.23463
Se 2.48762 -0.41686 -0.25916
C -0.34076 -2.76861 0.66300
H 2.71935 2.58831 0.21137
H -1.71642 -1.04133 -1.78749
C -0.02318 0.70180 -0.21825
H -0.62028 -2.55730 1.72160

Highest occupied orbital energy (spin up / spin down)   -6.997 / -8.434 eV
Orbital gap (spin up / spin down)   5.77 / 9.35 eV
Net charge   0


3.
# C5H10N2O8

A cluster of 2 separate species, C5H10N2O8 in total at a distorted geometry (ωB97M-V with the def2-TZVPD basis set, the Open Molecules 2025 dataset).

Geometry (Å):
H -1.56639 -2.12161 -0.07026
C 0.51566 -0.37581 0.28229
O 2.47652 2.76378 3.19436
O -1.67505 1.01994 -3.62693
C 1.72857 -1.27034 0.10593
H -0.35608 -3.02658 0.89547
N 1.99310 2.48958 2.10610
O 1.61689 1.15111 1.94094
O 1.80309 3.22926 1.14624
O -0.06890 -0.29429 -1.03212
O -3.07743 -0.03063 -4.93821
H -1.24639 -0.13891 1.47183
O -0.90455 0.75357 -1.04216
C -1.09606 -2.21902 0.91476
N -2.82237 0.90425 -4.13407
H -1.85835 -2.47821 1.65327
H 0.02812 1.72578 0.68076
C -0.48181 -0.90650 1.31309
O -3.73028 1.72673 -3.82537
H 0.07929 -0.99519 2.25089
H 1.42033 -2.26229 -0.23778
H 1.61538 1.43447 -0.14082
H 2.41623 -0.83537 -0.62845
H 2.25270 -1.37485 1.06376
C 0.93778 1.13112 0.65649

Highest occupied orbital energy (spin up / spin down)   -10.902 / -10.679 eV
Orbital gap (spin up / spin down)   6.41 / 9.42 eV
Net charge   0


Record order is preserved below.
E: -10604.357; -73806.197; -24693.061 eV
Record order is preserved below.
Relative energy (zero: lowest compared OMol25 entry of this formula, charge and spin): 4.510; 2.018; 6.277 eV